(1)
Computed, not measured: a structure of composition C22H23CaClN2O4 at a distorted geometry, with ωB97M-V/def2-TZVPD.

The geometry in XYZ format:
```
53
Properties=species:S:1:pos:R:3:lowdin_charge:R:1
Ca -0.123 -0.160 0.525 1.247
C -0.087 2.945 2.415 -0.224
N 0.285 2.156 1.242 -0.083
C 0.934 2.752 0.300 -0.133
C 1.321 2.127 -0.922 -0.360
C 2.075 2.697 -1.958 -0.107
C 2.210 1.706 -2.933 -0.144
C 1.533 0.588 -2.437 -0.215
N 0.995 0.830 -1.233 -0.102
C -1.003 4.104 2.110 -0.235
C -2.222 3.886 1.468 -0.048
C -3.067 4.936 1.162 -0.119
C -2.712 6.242 1.499 -0.205
C -1.514 6.465 2.155 -0.264
C -0.669 5.412 2.460 -0.177
H 0.810 3.327 2.915 0.079
H -0.580 2.259 3.110 0.105
H 1.222 3.802 0.406 0.117
H 2.459 3.707 -1.988 0.077
H 2.732 1.782 -3.876 0.065
H 1.415 -0.379 -2.908 0.086
H -2.496 2.869 1.208 0.099
H -4.009 4.747 0.659 0.084
H -3.370 7.067 1.252 0.049
H -1.232 7.476 2.433 0.018
H 0.266 5.603 2.977 0.030
O -4.220 -0.536 0.059 -0.320
Cl -2.825 -0.780 0.283 0.600
O -2.625 -2.110 0.776 -0.340
O -2.322 0.163 1.253 -0.453
O -2.095 -0.614 -0.947 -0.399
C 1.290 -4.393 1.233 -0.066
C 1.700 -3.049 1.892 -0.638
C 3.223 -3.122 2.133 -0.106
C 1.353 -1.882 0.991 -0.153
C 0.930 -2.951 3.205 -0.188
C -0.471 -2.946 3.179 -0.048
C -1.216 -2.959 4.344 -0.089
C -0.594 -2.971 5.588 -0.125
C 0.791 -2.925 5.632 -0.119
C 1.537 -2.911 4.461 -0.053
H 1.855 -4.555 0.313 0.072
H 0.229 -4.378 0.984 0.069
H 1.484 -5.226 1.918 0.078
H 3.730 -3.289 1.181 0.069
H 3.506 -3.934 2.812 0.067
H 3.583 -2.174 2.538 0.076
H 2.203 -1.743 0.296 -0.014
H -0.982 -2.912 2.225 0.078
H -2.298 -2.957 4.284 0.099
H -1.176 -3.006 6.500 0.085
H 1.300 -2.902 6.589 0.087
H 2.613 -2.855 4.542 0.089
```

The value obtained for the HOMO energy (alpha / beta) is 2.921 / -2.059 eV. The orbital gap (alpha / beta) comes out at 0.058 / 0.239 hartree. The energy relative to the best compared isomer or geometry (same formula, charge and spin) comes out at 161.00 kJ/mol. As for the total energy: -65310.583 eV. The net charge is -2.

***

(2)
Computed, not measured: a structure of composition C22H23ClN4O3S2 at a distorted geometry, with ωB97M-V/def2-TZVPD.

The geometry in XYZ format:
```
55
Properties=species:S:1:pos:R:3:lowdin_charge:R:1
O -0.406 -0.344 3.063 0.081
C 0.413 -1.051 2.464 -0.413
N 0.182 -2.435 2.546 -0.028
C -0.977 -2.972 3.037 -0.205
H -0.666 -3.966 3.444 0.136
C -1.837 -3.123 1.915 -0.205
N -1.018 -3.359 0.857 -0.153
C -0.983 -2.499 -0.459 -0.102
C 0.185 -2.338 -1.167 -0.020
C 0.253 -1.308 -2.163 0.025
C -1.066 -0.707 -2.490 -0.180
C -2.086 -0.931 -1.827 -0.768
C -1.926 -1.634 -0.797 -0.106
H -3.159 -1.794 -0.196 0.217
Cl -3.410 0.092 -2.279 0.744
H -0.840 0.084 -3.174 0.101
H 1.265 -1.137 -2.640 0.128
H 1.102 -2.792 -0.770 0.115
C -0.109 -4.211 0.837 -0.234
H 0.401 -4.594 0.146 0.044
C 1.052 -3.597 1.813 0.024
H 1.383 -4.327 2.724 0.163
H 1.666 -3.056 1.322 -0.008
H -0.497 -5.137 1.636 0.189
H -2.532 -2.311 1.468 0.129
H -2.688 -3.859 1.916 0.145
H -1.245 -2.248 3.821 0.144
C 1.481 -0.722 1.707 -0.250
C 1.401 0.174 0.881 -0.009
C 2.443 0.774 0.053 -0.153
C 3.648 0.287 0.236 -0.092
C 4.050 -0.592 1.263 0.000
C 2.887 -1.025 2.102 0.057
H 3.262 -1.692 2.947 0.126
H 5.070 -0.806 1.632 0.107
H 4.355 0.708 -0.294 0.062
N 2.271 1.558 -1.224 0.069
C 0.998 2.282 -1.188 -0.603
N -0.095 2.061 -0.898 0.037
C -1.214 2.729 -1.428 -0.226
C -1.961 3.672 -0.372 -0.231
H -3.056 3.008 -0.153 0.215
H -1.431 3.491 0.547 0.094
S -1.997 5.244 -1.012 0.753
O -3.149 5.173 -2.137 -0.397
O -2.191 6.317 -0.052 -0.322
C -0.418 5.389 -1.844 -0.247
C -0.370 4.080 -2.504 -0.560
H -1.076 3.888 -3.574 0.177
S 1.180 3.204 -2.748 0.944
H -0.455 6.079 -2.636 0.117
H 0.213 5.365 -1.136 0.034
H -1.775 2.260 -2.306 0.111
H 3.099 1.993 -1.490 0.072
H 0.375 0.656 0.584 0.156
```

The value obtained for the HOMO energy is -8.129 eV. The orbital gap comes out at 0.307 hartree. The energy relative to the best compared isomer or geometry (same formula, charge and spin) comes out at 1709.01 kJ/mol. As for the total energy: -69465.910 eV. The net charge is 0.

***

(3)
Computed, not measured: an isolated molecule of C22H23FN2O7S at a distorted geometry, with ωB97M-V/def2-TZVPD.

The geometry in XYZ format:
```
56
Properties=species:S:1:pos:R:3:lowdin_charge:R:1
O 3.850 3.623 0.270 0.078
C 3.845 2.412 0.283 -0.429
N 2.787 1.631 0.594 0.163
C 1.470 2.035 0.800 -0.177
C 1.106 3.335 1.148 0.012
C -0.227 3.651 1.351 -0.052
C -1.219 2.693 1.208 -0.067
C -0.848 1.414 0.839 -0.266
C 0.470 1.075 0.638 0.021
H 0.704 0.066 0.345 0.101
S -2.067 0.123 0.629 0.690
O -1.569 -0.840 -0.319 -0.270
O -2.472 -0.371 1.913 -0.277
N -3.365 0.979 -0.017 -0.242
C -4.647 0.317 0.153 -0.171
H -4.755 0.081 1.211 0.121
C -5.741 1.271 -0.326 -0.183
H -6.718 0.788 -0.286 0.130
O -5.537 1.640 -1.670 -0.126
C -4.286 2.258 -1.847 -0.184
C -3.143 1.342 -1.403 -0.179
H -2.184 1.858 -1.471 0.127
H -3.110 0.444 -2.035 0.131
H -4.205 2.487 -2.911 0.130
H -4.244 3.191 -1.265 0.129
H -5.745 2.168 0.311 0.130
H -4.684 -0.613 -0.432 0.138
H -2.260 2.920 1.369 0.111
H -0.493 4.660 1.628 0.109
H 1.870 4.088 1.251 0.107
H 2.912 0.622 0.601 0.102
C 5.120 1.652 -0.110 -0.054
H 5.319 1.911 -1.157 0.143
H 5.943 2.014 0.510 0.142
O 5.103 0.241 0.041 0.009
C 4.510 -0.479 -0.921 -0.512
O 3.943 0.004 -1.865 0.134
C 4.671 -1.966 -0.681 -0.070
H 5.385 -2.348 -1.413 0.133
H 5.066 -2.119 0.323 0.129
C 3.323 -2.668 -0.857 -0.096
C 2.342 -2.166 0.180 -0.315
O 2.634 -1.213 0.884 0.061
C 1.033 -2.827 0.302 -0.157
C 0.512 -3.665 -0.685 -0.010
C -0.755 -4.193 -0.548 0.008
C -1.493 -3.888 0.584 -0.262
C -0.998 -3.077 1.590 -0.007
C 0.262 -2.543 1.434 -0.012
H 0.671 -1.889 2.190 0.130
H -1.608 -2.840 2.446 0.121
F -2.727 -4.405 0.705 0.078
H -1.185 -4.824 -1.310 0.121
H 1.078 -3.883 -1.577 0.114
H 3.433 -3.750 -0.779 0.131
H 2.923 -2.426 -1.845 0.134
```

Its structure (SMILES) is O=C(COC(=O)CCC(=O)c1ccc(F)cc1)Nc1cccc(S(=O)(=O)N2CCOCC2)c1. The value obtained for the HOMO energy is -8.829 eV. The orbital gap comes out at 0.323 hartree. The energy relative to the best compared isomer or geometry (same formula, charge and spin) comes out at 2.09 kJ/mol. As for the total energy: -54053.241 eV. The net charge is 0.

***

(4)
Computed, not measured: a structure of composition C22H23FN3O3PmS at a distorted geometry, with ωB97M-V/def2-TZVPD.

The geometry in XYZ format:
```
54
Properties=species:S:1:pos:R:3:lowdin_charge:R:1
Pm -2.394 -0.026 -0.536 1.715
C -5.664 1.126 1.791 -0.046
C -4.610 1.809 0.978 -0.264
C -4.810 1.864 -0.467 -0.079
C -3.760 2.305 -1.264 -0.156
C -2.500 2.752 -0.707 -0.158
C -2.386 2.728 0.667 -0.132
C -3.363 2.272 1.566 0.000
H -5.214 0.630 2.737 0.125
H -6.128 0.280 1.161 0.104
H -6.461 1.778 2.093 0.089
H -5.849 1.659 -0.806 0.142
H -3.906 2.482 -2.363 0.145
H -1.787 3.222 -1.353 0.125
H -1.479 3.249 1.026 0.140
H -3.147 2.145 2.657 0.150
C 4.579 -3.217 0.720 -0.039
C 4.558 -1.777 0.189 -0.308
C 5.726 -0.969 0.784 -0.105
C 5.751 0.388 0.059 -0.112
C 4.393 1.068 -0.014 -0.103
C 4.267 2.422 -0.317 0.081
C 3.023 3.059 -0.320 -0.225
F 3.033 4.413 -0.434 0.078
C 1.823 2.371 -0.225 0.090
C 1.919 0.950 0.005 -0.045
C 0.740 0.141 -0.159 -0.261
O -0.323 0.770 -0.549 -0.223
C 0.826 -1.224 0.262 -0.016
C 2.079 -1.766 0.556 0.120
N 3.307 -1.052 0.370 0.057
C 3.192 0.315 0.049 -0.052
C -0.280 -2.289 0.354 -0.526
O -0.001 -3.470 0.347 0.112
O -1.525 -1.791 0.439 -0.278
H 4.308 -3.283 1.762 0.087
H 5.589 -3.629 0.619 0.096
H 3.962 -3.955 0.128 0.108
H 4.674 -1.855 -0.876 0.158
H 6.653 -1.379 0.494 0.112
H 5.640 -0.877 1.875 0.144
H 6.215 0.413 -0.909 0.129
H 6.409 0.996 0.676 0.127
H 5.219 2.979 -0.496 0.162
H 0.859 2.870 -0.373 0.124
H 2.128 -2.807 0.880 0.136
N -3.793 -3.020 -0.975 0.122
C -4.113 -2.077 -1.878 -0.892
N -5.427 -1.671 -1.976 0.153
S -2.828 -1.455 -2.862 0.631
H -4.455 -3.564 -0.392 0.165
H -2.810 -3.256 -0.987 0.088
H -6.139 -2.000 -1.359 0.120
H -5.720 -1.046 -2.650 0.083
```

As for the multiplicity: 5. The value obtained for the HOMO energy (alpha / beta) is -13.874 / -13.877 eV. The orbital gap (alpha / beta) comes out at 0.265 / 0.277 hartree. As for the total energy: -63896.289 eV. The net charge is +2.